(1)
8
Properties=species:S:1:pos:R:3:lowdin_charge:R:1 method="wB97M-V/def2-TZVPD" de_lowest_kj_mol=30.21 lumo_ev=0.82 e_homo_ha=-0.3857
C -0.1653 0.7699 -1.1377 -0.002
C -0.0453 -0.0653 0.0567 -0.575
O -0.7707 -1.0417 0.1487 0.068
O 0.8821 0.1306 1.0087 0.107
H -0.3753 1.7933 -0.9030 0.080
H -0.9773 0.4124 -1.7885 0.099
H 0.6775 0.8257 -1.8377 0.097
H 0.6671 -0.5893 1.6230 0.125

(2)
123
Properties=species:S:1:pos:R:3:lowdin_charge:R:1 method="wB97M-V/def2-TZVPD" de_lowest_kj_mol=59.87 lumo_ev=-0.74 e_homo_ha=-0.2449
C 4.1881 1.4572 -0.9047 -0.051
C 3.1055 2.0253 0.0271 -0.364
C 3.2331 3.5414 0.1096 -0.076
C 3.1011 1.3633 1.3928 -0.114
C 3.5293 1.9949 2.5508 -0.014
C 3.6858 1.2718 3.7348 -0.040
C 3.5071 -0.1133 3.7489 -0.023
C 3.0729 -0.7712 2.5956 -0.114
C 2.9921 -2.3077 2.5925 -0.378
C 1.7719 -2.7822 3.3763 -0.049
C 4.2833 -2.9630 3.1145 -0.063
C 2.7162 0.0142 1.4860 -0.081
N 2.0185 -0.5762 0.3495 0.042
N 2.7499 -1.3730 -0.4715 0.190
N 1.8637 -1.9036 -1.3269 0.042
C 2.3332 -2.8128 -2.4025 -0.084
C 2.4351 -4.2050 -2.1729 -0.124
C 2.4580 -4.7432 -0.7518 -0.369
C 3.8118 -4.4408 -0.1209 -0.055
C 2.0932 -6.2262 -0.6349 -0.067
C 2.6305 -5.0659 -3.2576 -0.016
C 2.8833 -4.5655 -4.5350 -0.043
C 2.9881 -3.1923 -4.7130 -0.025
C 2.7158 -2.3045 -3.6610 -0.143
C 2.8769 -0.8085 -3.9199 -0.383
C 2.0323 -0.3433 -5.1052 -0.055
C 4.3472 -0.4365 -4.1203 -0.059
C 0.5611 -1.5266 -0.9986 -0.072
C -0.5419 -2.3131 -1.4956 -0.137
C -1.5584 -2.7868 -0.6281 -0.003
C -2.5192 -3.6895 -1.0865 -0.060
C -2.4967 -4.1267 -2.4122 -0.068
C -1.5023 -3.6708 -3.2946 -0.059
C -0.5604 -2.7548 -2.8469 -0.016
C 0.6538 -0.5089 -0.0592 -0.060
C -0.4382 0.1264 0.7506 0.000
H 4.1515 0.3584 -0.9591 0.050
H 4.0635 1.8722 -1.9204 0.083
H 5.1837 1.7554 -0.5312 0.094
H 2.1322 1.7953 -0.4236 0.102
H 2.4621 3.9665 0.7618 0.088
H 4.2249 3.8153 0.4899 0.084
H 3.1140 3.9795 -0.8872 0.082
H 3.7150 3.0637 2.5288 0.110
H 4.0060 1.7860 4.6439 0.113
H 3.6787 -0.6866 4.6607 0.117
H 2.8632 -2.5948 1.5403 0.084
H 0.8524 -2.3266 2.9838 0.081
H 1.6610 -3.8723 3.3077 0.082
H 1.8576 -2.5097 4.4393 0.088
H 5.1428 -2.6047 2.5330 0.091
H 4.4484 -2.7203 4.1749 0.078
H 4.2248 -4.0556 3.0042 0.072
H 1.6852 -4.1730 -0.2107 0.132
H 4.0041 -3.3644 -0.1491 0.060
H 3.8353 -4.7839 0.9160 0.071
H 4.6111 -4.9480 -0.6720 0.097
H 1.1435 -6.4411 -1.1336 0.088
H 2.8733 -6.8640 -1.0588 0.080
H 1.9848 -6.4786 0.4227 0.083
H 2.5892 -6.1480 -3.1147 0.112
H 3.0462 -5.2479 -5.3788 0.116
H 3.2493 -2.7891 -5.6924 0.117
H 2.5102 -0.3135 -3.0144 0.115
H 0.9832 -0.6432 -4.9916 0.080
H 2.0711 0.7492 -5.1756 0.088
H 2.4124 -0.7629 -6.0452 0.079
H 4.9565 -0.7885 -3.2782 0.085
H 4.7379 -0.8878 -5.0426 0.084
H 4.4526 0.6531 -4.1956 0.080
H -1.5269 -2.4846 0.4203 0.118
H -3.3003 -4.0176 -0.4000 0.114
H -3.2298 -4.8560 -2.7570 0.107
H -1.4980 -3.9918 -4.3365 0.110
H 0.2129 -2.3806 -3.5286 0.101
H -1.3141 -0.5653 0.6142 0.096
H -0.0501 0.0783 1.7975 0.122
C -1.0318 7.5012 -1.1566 -0.057
O -0.2428 6.2881 -1.3655 -0.105
C -0.4790 5.2027 -0.5754 -0.269
C 0.1065 3.9896 -0.9978 -0.012
C -0.2378 2.8088 -0.3733 -0.067
C -1.0341 2.7965 0.7442 -0.246
C -1.3790 1.4646 1.2906 -0.242
C -2.8614 1.2050 1.1799 -0.408
S -3.7753 0.5665 2.5389 0.634
C -4.2930 1.8496 3.7106 -0.254
C -3.5472 2.0577 4.8773 -0.071
C -3.8574 3.1328 5.7132 -0.090
C -4.9495 3.9649 5.4260 -0.093
C -5.7304 3.7065 4.2999 -0.077
C -5.4220 2.6340 3.4572 -0.060
O -5.0219 0.0344 2.0297 -0.329
O -2.8841 -0.3190 3.2619 -0.345
S -3.8883 2.0980 0.0291 0.705
C -5.5353 1.4315 -0.3635 -0.273
C -6.6651 2.2626 -0.3711 -0.060
C -7.9153 1.7176 -0.6899 -0.083
C -8.0326 0.3719 -1.0394 -0.090
C -6.8876 -0.4239 -1.1011 -0.079
C -5.6401 0.1027 -0.7697 -0.079
O -4.2379 3.3791 0.6258 -0.349
O -3.1495 2.0264 -1.2278 -0.324
C -1.5801 4.0010 1.2383 -0.020
C -1.2692 5.2028 0.5976 -0.001
H -0.7000 8.1573 -1.9648 0.085
H -2.1163 7.3053 -1.2506 0.101
H -0.8033 7.9603 -0.1795 0.088
H 0.7636 3.9779 -1.8615 0.114
H 0.1059 1.8552 -0.7574 0.095
H -1.2760 1.5558 2.4166 0.149
H -2.7270 1.3843 5.1138 0.104
H -3.2402 3.3191 6.5948 0.099
H -5.1812 4.8082 6.0834 0.100
H -6.5825 4.3424 4.0657 0.104
H -6.0685 2.4131 2.6089 0.106
H -6.5598 3.3163 -0.0989 0.111
H -8.7923 2.3629 -0.6399 0.101
H -9.0102 -0.0398 -1.2857 0.099
H -6.9617 -1.4708 -1.3847 0.100
H -4.7459 -0.5177 -0.8079 0.113
H -2.2274 4.0250 2.1271 0.128
H -1.6797 6.1358 0.9799 0.105

(3)
89
Properties=species:S:1:pos:R:3:lowdin_charge:R:1 method="wB97M-V/def2-TZVPD" de_lowest_kj_mol=142.97 lumo_ev="-3.54 / -4.80" s_squared=8.770 total_charge=+1 e_homo_ha="-0.4369 / -0.4369" multiplicity=6
Fe 6.3578 -0.2130 7.4341 1.146
C 5.5312 3.8199 8.4298 -0.068
C 5.0216 2.4411 8.8592 -0.357
O 5.6669 1.3885 8.2181 -0.281
H 5.0441 4.5946 9.0302 0.084
H 5.1019 3.9426 7.4332 0.065
H 6.6067 3.9399 8.5388 0.072
H 3.9276 2.4212 8.7539 0.104
H 5.1562 2.2905 9.9422 0.095
C 2.9043 0.7288 5.9326 -0.072
C 3.4199 -0.6249 6.3991 -0.345
O 4.7863 -0.7554 6.5271 -0.249
H 3.2699 1.4530 6.6660 0.054
H 1.8195 0.7700 5.8408 0.087
H 3.2558 1.0519 4.9480 0.072
H 3.0166 -1.4557 5.8095 0.124
H 2.8898 -0.7409 7.3585 0.101
C 6.5172 6.5334 5.4459 -0.068
C 5.7308 7.7776 5.8541 -0.469
C 6.0449 8.2035 7.2910 -0.046
O 6.2052 8.7450 4.9365 -0.051
H 6.5464 5.7617 6.2346 0.045
H 7.5943 6.6912 5.3662 0.089
H 6.1157 6.0000 4.5850 0.072
H 4.6579 7.6103 5.7675 0.111
H 7.0542 8.6220 7.3037 0.084
H 5.9614 7.4069 8.0294 0.068
H 5.3721 9.0063 7.5988 0.081
H 6.9753 9.2410 5.2219 0.089
C 7.3614 2.9673 4.9485 -0.029
C 6.5353 1.7090 5.1260 -0.418
C 6.3047 1.0553 3.7669 -0.033
O 7.2853 0.7321 5.9084 -0.128
H 8.3918 2.7873 4.6423 0.099
H 7.3354 3.5744 5.8570 0.068
H 6.8532 3.6394 4.2562 0.089
H 5.5872 1.9664 5.5903 0.122
H 6.0675 1.7818 2.9904 0.094
H 5.5797 0.2450 3.7007 0.083
H 7.2539 0.6115 3.4399 0.092
H 8.1172 0.6278 5.4320 0.127
C 0.8761 0.4933 9.4696 -0.047
C -0.1289 1.6237 9.5508 -0.485
C 0.4722 2.9850 9.1720 -0.047
O -1.2412 1.3629 8.7087 -0.043
H 1.3488 0.5576 8.4842 0.055
H 0.3137 -0.4425 9.4660 0.089
H 1.6409 0.4868 10.2416 0.071
H -0.5112 1.6901 10.5775 0.133
H 1.3156 2.8730 8.4821 0.052
H 0.7852 3.5827 10.0285 0.080
H -0.2122 3.6058 8.5881 0.075
H -1.7317 2.1734 8.5549 0.084
C 4.4722 -0.4585 10.7008 -0.038
C 5.8214 -1.0765 10.3420 -0.431
C 6.2655 -2.1948 11.2598 -0.033
O 5.7633 -1.5464 8.9546 -0.112
H 4.1828 0.0962 9.8057 0.053
H 4.5031 0.1374 11.6068 0.100
H 3.6933 -1.2279 10.7222 0.095
H 6.5285 -0.2470 10.4020 0.124
H 7.3462 -2.3338 11.2489 0.088
H 5.7298 -3.1378 11.1342 0.095
H 6.0557 -1.9076 12.2936 0.096
H 5.3648 -2.4233 8.9975 0.128
C 6.4055 4.1568 12.7089 -0.059
C 7.7552 3.9406 12.0610 -0.485
C 7.9863 2.5077 11.6121 -0.052
O 7.9245 4.8348 10.9579 -0.053
H 5.5358 3.8238 12.1252 0.070
H 6.1559 5.2170 12.7845 0.086
H 6.4081 3.6323 13.6645 0.085
H 8.5222 4.3078 12.7447 0.143
H 9.0488 2.4198 11.3700 0.083
H 7.4250 2.2738 10.7052 0.056
H 7.8303 1.7669 12.3985 0.081
H 7.1443 4.7349 10.4015 0.045
C 2.3510 5.4762 6.2794 -0.062
C 1.1599 6.4231 6.2264 -0.502
C 1.5915 7.8177 5.8071 -0.067
O 0.2610 5.9172 5.2489 -0.046
H 2.7564 5.5129 5.2667 0.087
H 2.0450 4.4468 6.4765 0.063
H 2.9870 5.7937 7.1056 0.075
H 0.7238 6.4589 7.2330 0.133
H 0.7972 8.5667 5.7957 0.081
H 2.1528 7.8768 4.8738 0.086
H 2.2820 8.2231 6.5591 0.075
H -0.4406 6.5475 5.0642 0.091

(4)
96
Properties=species:S:1:pos:R:3:lowdin_charge:R:1 method="wB97M-V/def2-TZVPD" lumo_ev=2.14 total_charge=-1 e_homo_ha=-0.1471
C 3.4786 1.2510 3.7909 -0.134
C 2.5748 1.5597 2.4701 -0.315
C 3.5981 1.7615 1.2681 -0.358
C 2.9370 2.0480 -0.1630 -0.358
Nb 1.3761 0.5161 -0.8577 1.210
I 2.6908 -1.6683 0.4981 0.141
C 0.2333 2.3009 -1.7857 -0.362
C -0.8334 2.7906 -0.6960 -0.304
C -2.0461 3.6656 -1.2908 -0.103
C -3.3710 3.2310 -0.4999 -0.375
O -3.7514 3.9201 0.4782 0.026
O -4.1086 2.0616 -0.8718 -0.082
C -4.7555 1.4830 0.3039 -0.231
C -5.4382 0.0598 -0.0534 -0.079
O 2.4482 0.2608 -2.5972 -0.475
C 2.0957 -0.7718 -3.5146 -0.326
C 2.6511 -2.2470 -3.1269 -0.251
O 1.6391 -3.1307 -2.6175 -0.312
C 1.8634 -4.5096 -2.9755 -0.259
C 1.2837 -5.3935 -1.7507 -0.087
P -0.6205 -0.9438 -1.5383 0.716
C -1.9088 -0.9033 -0.1274 -0.368
O -1.4529 -0.2505 -2.8881 -0.465
H 2.8634 0.7438 4.6143 0.054
H 4.2480 0.4698 3.4429 0.067
H 4.0602 2.1588 4.1441 0.058
H 1.8822 0.6735 2.3692 -0.002
H 1.9483 2.4770 2.7178 0.103
H 4.2135 2.7028 1.5336 0.102
H 4.3362 0.8938 1.2684 0.048
H 2.4514 3.0822 -0.2480 0.024
H 3.7740 2.0288 -0.9565 0.046
H 0.4898 0.8378 0.6829 -0.086
H -0.2117 2.0387 -2.8016 0.033
H 0.9870 3.1541 -1.9649 0.041
H -0.3032 3.3959 0.1262 0.110
H -1.2945 1.8834 -0.1606 0.053
H -1.8195 4.7679 -1.0616 0.119
H -2.1433 3.5725 -2.4186 0.110
H -5.5570 2.1728 0.7465 0.122
H -3.9555 1.2809 1.0983 0.126
H -5.4359 -0.1495 -1.1810 0.070
H -6.5182 -0.0006 0.3331 0.081
H -4.7803 -0.7399 0.4195 0.065
H 1.0221 -0.7873 -3.8937 0.095
H 2.7085 -0.5393 -4.4739 0.108
H 3.5606 -2.1449 -2.4357 0.082
H 3.0613 -2.7383 -4.0895 0.111
H 1.2160 -4.7072 -3.9098 0.122
H 2.9725 -4.6879 -3.1611 0.113
H 2.0654 -5.5607 -0.9360 0.072
H 0.4738 -4.7374 -1.2653 0.082
H 0.7910 -6.3583 -2.0942 0.062
H -1.4363 -0.3696 0.7690 -0.004
H -2.2340 -1.9690 0.1509 0.038
H -2.8307 -0.3146 -0.4829 0.008
H -1.8615 0.6001 -2.5975 0.010
C -6.8983 -0.5084 -4.2659 -0.018
C -7.4290 -1.8208 -3.7324 -0.344
C -8.9059 -2.0066 -3.9216 -0.113
O -9.2307 -2.9075 -2.8676 0.059
C -8.3160 -2.6922 -1.8783 -0.539
O -8.3938 -3.1473 -0.7764 0.160
O -7.3067 -1.8874 -2.3128 0.076
H -7.4948 0.3348 -3.9073 0.090
H -5.8763 -0.3398 -3.9179 0.088
H -6.9046 -0.4995 -5.3579 0.089
H -6.8591 -2.6552 -4.1563 0.163
H -9.1553 -2.4384 -4.8922 0.139
H -9.4835 -1.0874 -3.7794 0.139
C -2.2936 0.2491 6.3700 -0.027
C -1.1342 -0.3001 5.5684 -0.349
C -0.4669 0.7115 4.6828 -0.107
O 0.0909 -0.1079 3.6628 0.030
C -0.6939 -1.2158 3.5796 -0.538
O -0.6229 -2.0296 2.7101 0.135
O -1.5760 -1.2692 4.6208 0.082
H -2.9906 0.7989 5.7320 0.088
H -2.8621 -0.5651 6.8267 0.084
H -1.9414 0.9184 7.1580 0.087
H -0.4152 -0.7889 6.2357 0.159
H 0.3133 1.2741 5.1987 0.137
H -1.1662 1.4137 4.2169 0.144
C 8.3409 -0.0103 -0.3457 -0.019
C 8.2901 1.1795 0.5869 -0.345
C 9.3084 1.1397 1.6892 -0.115
O 8.6900 1.9350 2.6958 0.058
C 7.3426 1.8245 2.5019 -0.530
O 6.5145 2.2144 3.2677 0.156
O 7.0690 1.2064 1.3204 0.083
H 8.3442 -0.9505 0.2121 0.090
H 7.4570 -0.0301 -0.9878 0.093
H 9.2332 0.0243 -0.9749 0.087
H 8.3547 2.1098 0.0112 0.161
H 10.2680 1.5664 1.3921 0.137
H 9.4729 0.1363 2.0954 0.139